Entry 1:
A 8-piece molecular cluster, C30H46N2O10 overall at a distorted geometry, computed with ωB97M-V with the def2-TZVPD basis set.

Output
**HOMO**: -0.331 Eh
**Net charge**: 0
**ΔE to the lowest compared entry with this formula, charge and spin**: 40.1 kJ/mol
**SMILES**: O=[N+]([O-])c1ccccc1.O=[N+]([O-])c1ccccc1.CC(C)=O.CC(C)=O.CC(C)=O.CC(C)=O.CC(C)=O.CC(C)=O

Positions of all 88 atoms, in Å:
O: -3.309640 -0.244038 -1.795306
N: -4.121459 0.012213 -2.655824
O: -5.206486 -0.494652 -2.779134
C: -3.699980 0.991826 -3.681615
C: -4.637903 1.460615 -4.588723
C: -4.309983 2.447568 -5.505485
C: -2.979120 2.839389 -5.623103
C: -2.035711 2.351953 -4.736711
C: -2.384823 1.412738 -3.772627
H: -5.618551 1.005140 -4.640756
H: -5.135405 2.812602 -6.099609
H: -2.639461 3.563162 -6.353873
H: -1.063723 2.801043 -4.576862
H: -1.615188 1.119855 -3.070376
O: -1.777393 1.633246 1.105207
N: -0.664492 1.407701 1.563391
O: -0.348519 1.667780 2.708932
C: 0.332155 0.880377 0.641910
C: -0.007830 0.277932 -0.558353
C: 0.973700 -0.057984 -1.464565
C: 2.305665 0.064416 -1.087348
C: 2.653800 0.518430 0.189964
C: 1.662421 0.971016 1.048527
H: -1.038925 0.058842 -0.812170
H: 0.753515 -0.498354 -2.428021
H: 3.084252 -0.127655 -1.815534
H: 3.699256 0.701422 0.387303
H: 1.933816 1.530585 1.931485
C: -2.934014 1.718895 4.502590
C: -3.342575 3.173504 4.529993
C: -2.338192 4.124748 3.953007
O: -4.390574 3.528538 5.026918
H: -3.643840 1.133359 5.082819
H: -1.941917 1.700059 4.951747
H: -2.984718 1.362744 3.474571
H: -2.602395 5.180230 3.976320
H: -2.115161 3.839845 2.921939
H: -1.385254 4.041869 4.483524
C: 5.066446 -3.433335 1.703936
C: 4.963324 -2.164755 2.530562
C: 5.574145 -2.099200 3.918297
O: 4.232495 -1.280665 2.144536
H: 4.117357 -3.961766 1.767538
H: 5.778167 -4.128518 2.161025
H: 5.401933 -3.226370 0.690892
H: 5.634592 -3.098072 4.359074
H: 5.132438 -1.433176 4.650285
H: 6.621488 -1.819990 3.751763
C: -5.154565 3.386976 -1.951053
C: -5.299744 3.785249 -0.507567
C: -5.017554 2.762456 0.584152
O: -5.705040 4.880226 -0.195390
H: -5.387155 4.200366 -2.628125
H: -5.824676 2.537173 -2.107812
H: -4.135449 3.012807 -2.084208
H: -5.752169 1.966029 0.424037
H: -5.331414 3.261223 1.497370
H: -4.001925 2.385222 0.513757
C: 2.050672 -4.242503 -0.084213
C: 1.365098 -3.891438 1.205299
C: 0.497211 -2.630171 1.206320
O: 1.552342 -4.458257 2.258818
H: 2.978612 -4.772501 0.113128
H: 2.346320 -3.265371 -0.477158
H: 1.345520 -4.807373 -0.691947
H: 0.294063 -2.295958 0.195141
H: 0.867317 -1.928610 1.950573
H: -0.490262 -2.889180 1.606329
C: -1.662454 -2.990983 -1.558882
C: -2.764297 -3.959828 -1.191756
C: -4.119211 -3.831888 -1.896068
O: -2.589824 -4.879981 -0.422231
H: -1.832081 -2.604269 -2.561765
H: -0.675506 -3.439064 -1.499936
H: -1.797533 -2.210376 -0.806299
H: -4.725636 -3.091689 -1.377902
H: -4.606424 -4.801914 -1.828380
H: -3.928644 -3.655899 -2.955842
C: 6.922602 -0.386276 -0.174600
C: 7.540669 0.480359 0.901052
C: 8.785450 1.218155 0.541265
O: 7.014566 0.639546 1.978066
H: 5.864605 -0.575437 0.029621
H: 7.371873 -1.381933 -0.199150
H: 6.905587 0.021160 -1.185848
H: 9.094895 2.009176 1.220729
H: 8.696762 1.623705 -0.469455
H: 9.659664 0.555955 0.517874

Forces on the atoms, in the same order (eV/Å):
0.10 -0.16 0.56
0.74 0.34 -0.96
-0.55 -0.17 0.23
0.11 -0.08 -0.77
-0.29 -0.32 0.02
0.25 -0.72 0.02
-0.02 0.63 -0.01
-0.19 -0.17 0.96
0.07 0.29 0.47
-0.08 0.24 0.42
0.35 0.20 -0.38
-0.32 0.11 -0.01
0.16 -0.10 -0.80
-0.27 -0.21 0.15
0.17 -0.26 0.01
-0.81 0.55 -0.05
0.24 -0.26 -0.36
1.23 -0.57 0.42
-1.07 0.18 -0.21
0.77 -0.44 0.35
0.14 0.28 0.30
-0.20 0.50 -1.04
0.07 0.37 -0.45
-0.08 0.37 0.15
-0.29 0.09 0.01
0.04 -0.20 0.09
-0.02 -0.22 0.42
-0.13 -0.31 0.22
-0.57 0.40 0.29
-0.59 0.01 0.43
0.62 0.41 -0.32
0.26 0.10 -0.24
0.05 0.07 0.15
0.13 -0.56 -0.38
0.55 -0.04 -0.02
-0.47 -0.15 0.09
-0.04 -0.05 0.00
-0.05 -0.22 0.04
1.17 -0.36 0.93
-1.57 0.11 0.78
1.03 -0.91 -0.43
0.20 0.29 -0.34
-0.20 0.28 -0.26
0.13 0.10 -0.14
-0.36 0.04 -0.13
-0.14 -0.02 -0.08
-0.29 0.31 -0.46
0.00 0.19 0.18
0.26 -0.54 0.55
-0.27 0.33 0.45
-1.02 0.43 -0.90
0.02 0.27 -0.18
0.02 0.07 0.00
0.00 0.03 -0.20
-0.06 0.12 -0.23
0.34 -0.32 -0.01
0.65 -0.15 0.31
0.01 -0.11 0.37
0.28 0.51 0.64
-0.16 0.89 1.24
-0.91 -1.23 0.07
0.20 -0.34 -0.39
-0.26 -0.47 -0.07
-0.25 -0.23 -0.68
0.21 0.14 -0.38
0.46 0.66 0.15
0.43 0.33 -0.49
0.07 -0.30 0.01
-0.71 -0.08 0.14
-0.35 -1.29 -0.48
0.85 -0.51 0.25
0.30 0.46 0.09
0.04 0.28 0.09
-0.04 -0.10 0.22
0.38 0.32 -0.28
-0.06 0.30 -0.46
-0.07 0.02 0.22
-0.36 0.58 0.08
-0.99 -0.61 -0.11
-0.41 0.65 0.13
1.17 0.11 -0.54
-0.02 -0.39 -0.05
0.10 0.11 0.48
0.33 0.13 -0.07
0.64 0.20 0.08
-0.57 0.02 0.21
0.02 0.02 0.04
-0.24 -0.27 -0.16

Entry 2:
A 8-piece molecular cluster, C30H46O18S5 overall at a distorted geometry, computed with ωB97M-V with the def2-TZVPD basis set.

Output
**HOMO**: -0.333 Eh
**Net charge**: 0
**SMILES**: CCOS(C)(=O)=O.CCOS(C)(=O)=O.O=S1(=O)OCCO1.O=S1(=O)OCCO1.O=S1(=O)OCCO1.c1ccccc1.c1ccccc1.c1ccccc1

Positions of all 99 atoms, in Å:
C: 3.733014 1.004348 -4.594137
C: 2.581304 1.540568 -3.611617
O: 3.125574 2.685078 -3.040547
S: 2.788884 3.082578 -1.525617
C: 0.995864 3.448258 -1.708407
O: 2.919424 1.948368 -0.681947
O: 3.553794 4.294748 -1.269167
H: 3.629424 -0.057602 -4.816907
H: 4.693804 1.016558 -4.079527
H: 3.943004 1.652068 -5.445287
H: 1.744834 1.680848 -4.296267
H: 2.326924 0.715048 -2.946857
H: 0.837744 4.318428 -2.345517
H: 0.541604 3.571028 -0.725207
H: 0.622024 2.551528 -2.202587
C: -1.154236 0.691338 4.249803
C: -0.494136 -0.623232 3.865143
O: 0.641984 -0.732592 4.599283
S: 1.751464 -1.940462 4.216653
C: 0.681454 -3.465742 4.580343
O: 1.967844 -1.881432 2.753973
O: 2.820094 -1.941832 5.248753
H: -1.351446 0.678068 5.321723
H: -2.123306 0.842788 3.774333
H: -0.562586 1.562678 3.969053
H: -1.215266 -1.437292 3.938503
H: -0.186216 -0.628642 2.819553
H: 0.205614 -3.273292 5.541933
H: 1.362574 -4.313852 4.510463
H: -0.072206 -3.398462 3.795763
O: -2.496996 0.798698 -1.012447
S: -1.510856 0.380608 -0.059937
O: -1.425436 1.049238 1.193203
O: -1.636026 -1.290542 0.154303
C: -0.397436 -1.953982 0.070853
C: 0.639074 -0.888372 -0.258047
O: -0.001736 0.269938 -0.768117
H: -0.341646 -2.432962 1.048373
H: -0.474536 -2.587962 -0.812457
H: 1.213404 -1.280662 -1.097317
H: 1.380974 -0.596232 0.485143
O: -7.934396 0.702868 -1.559887
S: -7.805516 -0.450272 -2.401777
O: -8.704896 -0.750492 -3.540117
O: -6.198356 -0.380322 -3.003527
C: -5.370496 -1.327442 -2.345417
C: -6.223356 -2.407382 -1.723087
O: -7.490086 -1.786232 -1.406187
H: -4.607086 -1.585672 -3.079327
H: -4.818636 -0.788252 -1.575467
H: -5.827446 -2.859922 -0.813937
H: -6.389326 -3.091252 -2.555477
O: -8.185866 4.423418 1.312333
S: -6.809816 4.045578 1.712613
O: -6.278856 4.618088 2.952893
O: -6.753036 2.426388 1.750223
C: -5.634016 1.848618 1.214563
C: -5.177326 2.806058 0.113693
O: -5.681716 4.091218 0.437913
H: -4.849216 1.810258 1.970013
H: -5.881246 0.839488 0.884953
H: -5.669566 2.405208 -0.772377
H: -4.123456 2.766718 -0.161797
C: 5.111014 -1.028362 0.398013
C: 4.612104 -1.268892 -0.877477
C: 5.357074 -2.017992 -1.832677
C: 6.657204 -2.346402 -1.468057
C: 7.163914 -2.117792 -0.235867
C: 6.427684 -1.342592 0.685563
H: 4.448244 -0.637122 1.155683
H: 3.575494 -1.028922 -1.062597
H: 4.887854 -2.326792 -2.755107
H: 7.212834 -3.017182 -2.106597
H: 8.177914 -2.435462 -0.042787
H: 6.970564 -0.977322 1.544793
C: -0.443226 -2.610532 -3.990897
C: -0.460866 -3.846212 -3.335267
C: 0.740034 -4.359142 -2.763447
C: 1.923924 -3.643722 -2.704507
C: 1.900044 -2.447242 -3.311147
C: 0.778154 -1.917972 -3.952077
H: -1.370176 -2.228132 -4.392047
H: -1.376896 -4.416502 -3.380527
H: 0.646494 -5.358812 -2.365567
H: 2.855624 -3.973532 -2.269117
H: 2.804264 -1.858422 -3.356787
H: 0.797364 -0.993312 -4.509767
C: 1.530334 4.223698 4.022203
C: 1.088894 3.997038 2.755283
C: 1.381954 2.753958 2.120993
C: 2.060634 1.753538 2.780383
C: 2.514014 1.974058 4.051953
C: 2.282304 3.223578 4.643573
H: 1.244624 5.119238 4.553983
H: 0.560984 4.754088 2.194403
H: 1.000784 2.492738 1.144843
H: 2.246774 0.798528 2.311643
H: 3.069274 1.186268 4.539263
H: 2.778884 3.507348 5.559693

Forces on the atoms, in the same order (eV/Å):
0.12 0.17 1.55
1.84 -2.50 -2.93
-0.10 1.10 0.92
-0.46 2.80 -0.22
1.04 -0.39 -0.05
0.07 -0.75 0.23
-1.14 -1.87 -0.50
-0.52 0.16 -0.57
-0.06 0.14 0.54
-0.70 -0.21 -0.22
-0.41 0.81 0.48
0.11 0.38 0.58
0.24 -0.04 0.15
0.17 0.00 -0.09
-0.27 0.05 0.15
-0.38 0.09 0.07
-1.83 1.01 -2.56
3.92 -1.99 2.05
-0.66 -0.86 0.95
0.81 2.16 -0.76
0.10 0.06 2.65
-2.39 0.73 -2.90
0.19 0.16 0.08
0.02 -0.36 -0.19
0.26 -0.17 0.19
0.06 -0.37 0.64
-0.28 0.31 -0.36
0.37 -0.28 0.05
-0.33 0.05 0.11
0.11 -0.52 0.00
0.81 -0.36 0.47
1.06 -2.10 -0.91
0.05 -0.27 -0.26
-1.61 3.22 -0.21
-0.29 0.35 0.00
2.01 -0.34 -0.50
-2.69 0.56 0.71
0.93 -0.39 -0.38
0.10 -0.58 0.48
0.09 0.13 0.02
-0.47 -0.13 0.52
-0.61 -1.08 -0.65
1.73 -0.98 -1.72
2.25 0.62 3.38
-2.79 -0.48 0.32
1.29 1.61 0.87
-0.68 0.14 -1.64
-0.48 1.53 -1.06
-0.29 -0.76 0.02
0.02 0.13 0.26
-0.07 0.08 -0.25
-0.26 -0.75 0.52
3.88 -0.83 0.57
-1.21 -0.01 -0.05
-0.54 -1.07 -2.78
-2.37 1.32 1.14
2.43 0.09 0.22
-0.98 -1.55 -1.22
-1.03 0.92 1.60
0.05 -0.31 0.29
0.00 0.22 -0.20
-0.35 0.63 -0.42
0.11 0.55 0.79
0.17 0.22 -0.27
0.13 -1.57 -0.59
-0.60 1.59 1.74
-0.85 -1.93 -1.61
0.12 1.77 1.25
0.94 -0.71 -0.58
0.11 0.46 0.00
-0.10 0.13 -0.18
0.27 0.09 -0.20
0.19 0.14 -0.37
0.05 0.07 0.29
-0.45 -0.24 0.50
1.02 -0.57 1.41
1.39 0.22 -0.33
-1.85 -0.66 0.06
-0.64 -1.28 0.26
0.15 2.74 -1.50
-1.08 -0.23 -0.49
0.21 0.25 -0.33
0.10 -0.33 0.30
0.29 -0.11 0.23
-0.18 -0.41 0.19
0.16 0.15 0.06
0.44 0.27 0.19
0.26 -0.64 0.61
-0.04 -1.42 -1.85
-0.69 0.78 0.27
-0.28 -0.01 -0.42
0.32 1.01 0.83
0.44 -0.09 0.19
0.33 0.18 0.00
-0.21 0.04 0.04
-0.01 0.41 -0.17
-0.04 -0.07 -0.18
0.12 0.15 0.32
-0.19 -0.39 0.40

Entry 3:
A 8-piece molecular cluster, C30H46O25S overall at a distorted geometry, computed with ωB97M-V with the def2-TZVPD basis set.

Output
**HOMO**: -0.392 Eh
**Net charge**: 0
**ΔE to the lowest compared entry with this formula, charge and spin**: 0.0 kJ/mol
**SMILES**: C[C@H]1COC(=O)O1.C[C@H]1COC(=O)O1.C[C@H]1COC(=O)O1.C[C@H]1COC(=O)O1.C[C@H]1COC(=O)O1.C[C@H]1COC(=O)O1.C[C@H]1COC(=O)O1.O=S1(=O)OCCO1

Positions of all 102 atoms, in Å:
C: 2.628781 -2.401630 0.333495
C: 3.189221 -3.646374 0.967155
C: 4.668253 -3.906537 0.653981
O: 5.177031 -4.403221 1.898612
C: 4.402689 -3.938778 2.898802
O: 4.648140 -4.002202 4.059455
O: 3.279661 -3.375973 2.398817
H: 1.593704 -2.220069 0.605807
H: 2.690515 -2.478921 -0.764129
H: 3.306214 -1.558733 0.479208
H: 2.634532 -4.578981 0.867914
H: 5.237533 -3.016862 0.398933
H: 4.745583 -4.673143 -0.113964
C: -4.115568 2.414915 -0.410577
C: -5.571061 2.498853 -0.831696
C: -6.437858 1.259586 -0.628059
O: -6.859281 1.394473 0.716718
C: -6.842133 2.703334 1.053719
O: -7.266336 3.158201 2.064770
O: -6.235336 3.423226 0.078894
H: -4.043758 2.619829 0.659438
H: -3.517338 3.220161 -0.837596
H: -3.688208 1.438197 -0.626697
H: -5.699402 2.932923 -1.821393
H: -5.891155 0.332691 -0.777849
H: -7.305574 1.338917 -1.284610
C: -1.273130 -1.213302 4.360981
C: 0.011736 -0.465433 4.616504
C: 1.243461 -1.362152 4.867795
O: 2.280472 -0.719586 4.150672
C: 1.766090 0.218753 3.340934
O: 2.374744 0.887398 2.566344
O: 0.420321 0.304067 3.485033
H: -1.441365 -2.101601 4.963266
H: -1.246335 -1.498057 3.301391
H: -2.135051 -0.550182 4.449798
H: -0.115295 0.200343 5.477808
H: 1.015378 -2.371952 4.521792
H: 1.488144 -1.388999 5.926190
C: 6.364995 4.142437 -1.880623
C: 5.217678 3.148294 -1.862366
C: 5.237069 2.157669 -0.674117
O: 3.956844 2.354907 -0.068567
C: 3.259023 3.310479 -0.684907
O: 2.158431 3.642405 -0.377967
O: 3.963877 3.840481 -1.714931
H: 7.181912 3.764391 -2.498448
H: 6.687045 4.420292 -0.882469
H: 6.039419 5.023660 -2.439482
H: 5.153711 2.605779 -2.806935
H: 6.000476 2.347152 0.075006
H: 5.311362 1.138313 -1.043763
C: 3.128417 0.336148 -5.186398
C: 4.049610 -0.709987 -4.657287
C: 5.555528 -0.363850 -4.812645
O: 6.119753 -0.801936 -3.574708
C: 5.135227 -1.031777 -2.681823
O: 5.314316 -1.251906 -1.524292
O: 3.942234 -0.734420 -3.225911
H: 3.109463 0.276681 -6.281306
H: 3.410837 1.359593 -4.947525
H: 2.092313 0.148362 -4.902295
H: 3.867292 -1.683334 -5.109851
H: 5.761890 0.690855 -4.982030
H: 5.988992 -0.968762 -5.606678
C: -4.731202 0.391114 5.347899
C: -5.497217 0.739041 4.086647
C: -4.866866 0.156004 2.805032
O: -5.840015 -0.784386 2.342362
C: -6.932857 -0.765320 3.135806
O: -7.876542 -1.466897 2.989246
O: -6.761132 0.093738 4.161028
H: -5.311152 0.688314 6.225843
H: -3.801207 0.959081 5.455034
H: -4.491984 -0.668112 5.453595
H: -5.510778 1.828142 4.035613
H: -3.945538 -0.393195 2.988162
H: -4.708968 0.897436 2.027112
C: 1.002214 0.282275 -1.811504
C: 0.488010 0.547827 -0.418364
C: -0.433953 1.763258 -0.341395
O: -1.441637 1.310677 0.561696
C: -1.413011 -0.026517 0.693598
O: -2.220308 -0.656403 1.298184
O: -0.387286 -0.541397 -0.032476
H: 1.804111 -0.456901 -1.811934
H: 1.431433 1.163686 -2.290845
H: 0.196953 -0.136986 -2.415779
H: 1.292504 0.583171 0.318020
H: -0.875616 1.915113 -1.329823
H: 0.164016 2.599851 -0.001614
O: -2.863802 -2.319356 -5.624216
S: -2.604980 -3.026843 -4.422784
O: -2.147925 -4.357535 -4.444806
O: -1.659282 -2.158695 -3.480808
C: -2.421949 -1.118244 -2.851610
C: -3.858563 -1.686299 -2.752062
O: -3.873759 -2.921442 -3.449795
H: -1.910373 -1.062794 -1.892246
H: -2.368275 -0.159263 -3.364714
H: -4.570531 -0.973221 -3.175327
H: -4.178245 -1.874013 -1.728115

Forces on the atoms, in the same order (eV/Å):
0.30 -0.31 -1.41
1.06 0.84 1.00
-0.47 -0.31 0.01
0.16 -0.18 -0.07
-0.45 0.22 0.04
0.20 -0.13 0.03
-0.15 -0.29 -0.12
0.04 0.21 0.16
-0.35 -0.38 0.14
-0.27 0.07 0.71
-0.35 0.20 -0.27
-0.15 0.14 -0.22
0.36 0.00 0.04
-0.09 0.23 0.24
-0.25 0.71 0.32
0.38 0.52 -0.48
-0.26 -0.17 0.36
0.26 0.29 -0.20
-0.04 -0.13 0.05
-0.08 -0.15 -0.12
-0.03 -0.44 0.06
-0.03 -0.18 -0.36
0.14 0.05 -0.04
0.06 -0.16 -0.07
-0.16 -0.14 0.18
-0.05 -0.34 0.01
-0.17 0.39 -1.27
0.25 -0.40 1.19
-1.13 0.12 0.31
0.27 0.03 -0.17
-0.34 0.02 -0.26
0.20 -0.13 0.00
-0.07 0.05 0.01
0.27 0.05 0.25
-0.11 -0.29 0.25
0.07 -0.05 0.16
0.08 0.22 -0.24
0.58 -0.03 -0.29
0.19 -0.08 -0.03
-0.34 0.08 -0.95
0.32 0.11 0.31
-0.43 0.19 -0.58
0.02 -0.40 0.22
0.28 0.05 -0.28
-0.21 0.12 -0.08
-0.06 -0.19 0.36
0.21 -0.23 0.45
0.10 0.05 0.01
-0.08 0.10 0.29
0.06 0.03 -0.04
0.10 0.12 -0.07
-0.01 -0.12 0.32
-0.70 0.03 -1.14
1.14 1.14 0.13
-0.46 -0.90 -0.37
0.07 -0.30 -0.02
0.29 1.44 0.33
-0.06 -0.51 -0.15
-0.45 -0.99 0.02
0.15 0.00 0.06
0.08 -0.07 0.35
0.08 0.04 0.27
-0.27 -0.19 0.37
-0.05 0.09 0.16
0.18 0.21 -0.05
0.20 0.23 0.75
1.43 -0.46 0.27
-0.27 -0.26 0.17
-0.04 0.04 -0.05
0.49 -0.14 0.08
-0.31 -0.01 -0.09
-0.41 0.59 -0.21
-0.16 -0.12 -0.11
0.00 -0.04 -0.39
-0.13 -0.05 -0.22
-0.93 -0.03 -0.18
0.02 0.16 -0.02
0.08 0.02 0.01
0.47 -0.55 -0.07
0.21 -0.06 -0.39
0.76 -1.21 -0.31
-0.22 0.56 0.56
0.55 0.32 -0.79
-0.09 -0.24 0.02
-0.33 0.06 0.53
-0.06 -0.05 0.13
-0.25 0.19 0.13
-0.03 0.24 -0.16
-0.03 0.19 0.02
-0.15 0.35 0.13
-0.55 0.37 0.27
-0.08 0.22 -0.19
-0.33 0.40 0.54
0.16 -0.36 0.03
0.16 0.01 -0.71
0.34 -0.66 0.83
-0.31 0.85 0.35
0.17 -0.26 -0.38
-0.41 0.38 0.17
0.05 -0.19 -0.32
0.01 -0.23 -0.27
0.23 -0.18 0.01